(1)
Formula: C5H10IN2
Source: the OMol25 dataset
Level of theory: the ωB97M-V functional and the def2-TZVPD basis

XYZ file:
```
18
Properties=species:S:1:pos:R:3:mulliken_charge:R:1
C 2.6376 -2.8585 0.1014 0.0933
C -2.3123 1.7084 0.4100 -1.4008
C -1.2993 0.5625 0.3248 -0.0177
C -0.3812 0.5193 -0.8698 -0.4309
C 1.5332 -0.6429 0.1410 -0.2713
N 2.1233 -1.8272 0.3043 -0.0130
N 0.6089 -0.5827 -0.8589 -0.2304
I 3.1851 0.7830 0.1385 0.1882
H 2.9660 -3.8822 0.0410 0.4486
H -1.7311 2.6395 0.6205 0.3388
H -3.0185 1.7214 -0.3674 0.3788
H -2.9630 1.5376 1.2109 0.3956
H -1.8291 -0.4543 0.3564 0.3155
H -0.7258 0.5162 1.2978 0.0088
H -0.7396 0.2244 -1.8430 0.3207
H 0.1673 1.4709 -1.0369 0.2582
H 0.8015 -0.3269 1.6762 0.3585
H 0.9770 -1.1087 -1.6469 0.2590
```

Energy above the lowest of the compared OMol25 structures with the same formula, charge and spin in kJ/mol: 546.6
2S+1: 1
Strongest force on any atom in hartree/bohr: 0.1245
E_HOMO in eV: -13.17
Total charge: +1



(2)
Formula: C4H11N3
Source: the OMol25 dataset
Level of theory: the ωB97M-V functional and the def2-TZVPD basis

XYZ file:
```
18
Properties=species:S:1:pos:R:3:mulliken_charge:R:1
C -0.2449 2.2215 -0.4900 -0.4116
C -0.3130 0.9033 -1.2601 -0.7383
C 0.0739 -0.4865 -0.5836 -0.5270
N -0.2702 -3.0203 1.0180 -0.4458
C 0.2829 -1.7803 1.4695 0.0789
N 0.1407 -0.5695 0.9213 -0.3845
N 0.6998 2.1035 0.5627 -0.2019
H -0.1500 3.1439 -1.1328 0.3880
H -1.2602 2.4477 -0.1516 0.2684
H 0.4575 1.0585 -1.9912 0.3428
H -1.2057 0.8296 -1.9810 0.4096
H -0.6252 -1.2495 -0.9481 0.4048
H 1.0119 -0.9240 -1.1021 0.3264
H -1.0185 -2.9716 0.3339 0.2429
H -0.6030 -3.5130 1.8127 0.2949
H 0.4528 -1.9846 2.6317 0.2526
H 1.4834 2.6834 0.4867 0.3451
H 1.0875 1.1077 0.4041 0.3546
```

Energy above the lowest of the compared OMol25 structures with the same formula, charge and spin in kJ/mol: 374.4
2S+1: 2
Strongest force on any atom in hartree/bohr: 0.0876
E_HOMO (alpha / beta) in eV: -13.59 / -12.91
Total charge: +1



(3)
Formula: C15H33Al2Br2F4N3O12S2Si
Source: the OMol25 dataset
Level of theory: the ωB97M-V functional and the def2-TZVPD basis

XYZ file:
```
74
Properties=species:S:1:pos:R:3:mulliken_charge:R:1
C 1.5028 -3.4343 -0.3403 -0.3824
C 0.2811 -2.4612 -0.7538 0.5497
O -0.8860 -2.9641 -0.8733 -0.4884
O 0.3900 -1.0546 -1.0043 -0.1319
C -0.1720 -0.4211 0.2158 -0.1701
C 0.7049 0.9093 0.5896 0.3367
N 2.0409 0.4304 1.0620 0.3094
C 2.2803 0.6602 2.5240 0.2915
C 1.0793 0.0806 3.4663 0.1476
O 0.2917 0.9350 4.1042 -0.5773
O 0.8558 -1.2734 3.6076 -0.5374
Si 3.9828 -0.2096 2.9170 0.2248
C 4.1200 -0.8323 4.7201 -0.9970
C 4.2409 -1.6981 1.7138 -0.5054
C 5.3376 1.1024 2.4487 -0.9202
H 1.0684 -4.4754 -0.1001 0.3419
H 2.2928 -3.5457 -1.1825 -0.0417
H 2.0022 -3.0354 0.6344 -0.0443
H -1.2979 -0.1901 0.1070 0.2875
H 0.0448 -1.1820 1.0711 0.3185
H 0.8049 1.4850 -0.4163 -0.2074
H 0.1523 1.6006 1.3142 -0.5548
H 2.8190 0.7774 0.4809 0.0634
H 2.3909 1.7795 2.8104 0.3680
H 4.8100 -1.7648 4.7212 0.3502
H 3.0987 -1.1541 5.1374 0.3059
H 4.6362 -0.0392 5.3896 0.2944
H 3.6354 -1.6276 0.7356 -0.1540
H 5.3670 -1.6721 1.3944 0.2109
H 4.0304 -2.7134 2.2076 0.4908
H 5.5547 1.8276 3.3297 0.2801
H 6.3067 0.5872 2.0947 0.3455
H 4.8852 1.6949 1.5552 0.1995
Al 4.5862 -2.3049 -0.8268 0.5504
F -2.3147 -1.3194 -1.8579 -0.6929
C -1.8847 2.7610 6.8935 0.5883
O -1.8644 1.6979 7.4911 -0.6422
N -1.2153 2.9589 5.7286 -0.2842
N -2.5769 3.8375 7.3385 -0.3866
H -1.2182 3.8233 5.2240 0.1455
H -0.6909 2.1830 5.3727 0.4192
H -3.0877 3.7303 8.2009 0.2423
H -2.6063 4.7207 6.8614 0.1593
Br -0.5554 2.6738 3.4401 0.1524
C -5.1262 1.0370 -4.6879 -0.6210
C -4.0752 0.6354 -3.6515 -0.4821
C -2.7187 1.1194 -4.1638 -0.1551
S -3.0502 2.5467 -5.1890 1.1727
O -2.6941 2.2272 -6.5537 -0.6671
O -2.5639 3.7368 -4.5224 -0.7024
C -4.8267 2.4882 -5.0396 -0.7166
H -6.1415 0.9191 -4.3025 0.3696
H -5.0265 0.4071 -5.5783 0.2714
H -4.3021 1.1193 -2.6957 0.3273
H -4.0685 -0.4429 -3.4786 0.1731
H -2.0593 1.4078 -3.3441 0.1388
H -2.2329 0.3633 -4.7839 0.1100
H -5.2898 2.8091 -5.9730 0.4121
H -5.1156 3.1581 -4.2262 0.3406
C -2.7109 -5.0477 -4.2573 0.5383
F -2.9553 -4.6930 -2.9690 -0.1733
F -1.3614 -5.2627 -4.3366 -0.1475
F -3.2867 -6.2573 -4.4267 -0.2052
S -3.3212 -3.7805 -5.4849 1.2124
O -2.6107 -2.5064 -5.1821 -0.3628
O -4.7524 -3.6954 -5.2507 -0.6466
O -2.9762 -4.3256 -6.7880 -0.6379
Al -1.0685 -2.8967 -3.8446 0.3543
O 3.3570 1.5499 -1.8005 -0.5807
H 2.4484 1.2381 -1.9675 0.5036
H 3.8097 1.4221 -2.6501 0.4156
O 4.1068 2.3299 4.8609 -0.6844
H 3.1836 2.2558 5.0864 0.1836
Br 2.2055 3.2543 -2.3469 0.0039
```

2S+1: 1
Strongest force on any atom in hartree/bohr: 0.1655
E_HOMO in eV: -7.85



(4)
Formula: C5H11BN2O2
Source: the OMol25 dataset
Level of theory: the ωB97M-V functional and the def2-TZVPD basis

XYZ file:
```
21
Properties=species:S:1:pos:R:3:mulliken_charge:R:1
B -0.5026 1.7634 0.5138 0.3563
C -1.2987 -1.1611 0.1333 -0.9044
C -1.4053 -1.5461 -1.1446 -0.2102
C 0.0106 -0.5969 0.3481 0.7958
C 0.7967 -0.6423 1.7542 -1.5955
C 1.6745 0.1082 -1.2655 -0.6042
N -0.2417 -1.3509 -1.7573 -0.3264
N 0.7693 -0.9648 -0.8823 -0.0783
O 0.2136 2.8853 0.7038 -0.3837
O -1.7818 1.5597 0.7168 -0.3934
H -2.0998 -1.0963 0.8336 0.4035
H -2.3322 -2.0488 -1.5166 0.3678
H 0.1929 -0.5803 2.5827 0.4536
H 1.5900 0.1161 1.8161 0.3375
H 1.3819 -1.6253 1.9377 0.3314
H 2.2107 0.2309 -0.2769 0.2558
H 2.2645 -0.2338 -2.1198 0.3415
H 1.0977 1.0789 -1.2849 0.0992
H 0.0678 -1.9265 -2.5450 0.2533
H -0.3506 3.6758 0.7622 0.2543
H -2.2573 2.3548 0.6908 0.2462
```

Energy above the lowest of the compared OMol25 structures with the same formula, charge and spin in kJ/mol: 443.1
2S+1: 1
Strongest force on any atom in hartree/bohr: 0.0861
E_HOMO in eV: -5.97